Entry 1:
37
Properties=species:S:1:pos:R:3 method="wB97M-V/def2-TZVPD" spin_multiplicity=3 orbital_gap_ha="0.08103 / 0.08364" homo_ev="1.21 / 1.14" fmax_ha_per_bohr=0.202 e_tot_ha=-6785.20106 s2=2.02 charge=-2 lumo_ev="3.417 / 3.416"
Y -0.239 -2.926 0.630
Ni -0.032 -0.290 2.678
C -0.315 0.601 -0.281
O -0.188 -0.482 0.556
H 0.663 1.016 -0.599
H -0.819 0.290 -1.226
H -0.890 1.433 0.162
P -2.484 -2.126 2.917
O -3.792 -2.475 3.612
O -1.514 -1.102 3.625
O -2.148 -2.278 1.392
O -1.738 -3.484 3.432
P 1.966 -2.472 2.937
O 1.823 -2.805 1.292
O 1.904 -3.603 3.932
O 0.363 -2.313 2.594
O 1.447 -1.108 3.805
C -1.399 3.836 -1.601
Cl -1.187 4.520 0.012
Cl -2.937 4.355 -2.335
H -0.593 4.155 -2.248
H -1.462 2.759 -1.511
C 3.962 3.046 -0.276
Cl 2.271 3.420 -0.608
Cl 5.031 3.436 -1.627
H 4.252 3.646 0.579
H 4.058 2.002 0.000
C 2.102 -0.698 -3.051
Cl 3.604 -0.110 -2.308
Cl 1.423 -2.085 -2.166
H 1.400 0.124 -2.965
H 2.266 -0.938 -4.092
C -3.414 -1.427 -1.352
Cl -4.168 -0.857 -2.833
Cl -1.987 -2.457 -1.625
H -3.148 -0.586 -0.719
H -4.082 -2.018 -0.732

Entry 2:
49
Properties=species:S:1:pos:R:3 method="wB97M-V/def2-TZVPD" spin_multiplicity=1 smiles="NC(N)=O.NC(N)=O.CCO.CCO.CCO.CO" orbital_gap_ha=0.34219 homo_ev=-9.07 fmax_ha_per_bohr=0.143 relative_energy_kj_mol=7.14 e_tot_ha=-1031.28516 lumo_ev=0.243
C 2.977 0.170 -3.189
C 2.549 -1.233 -3.128
O 1.425 -1.488 -3.956
H 2.065 0.743 -2.961
H 3.283 0.545 -4.163
H 3.775 0.266 -2.449
H 2.272 -1.330 -2.048
H 3.273 -2.003 -3.281
H 1.000 -2.274 -3.637
C 0.180 2.549 -1.351
C -1.150 2.845 -1.966
O -1.612 4.009 -1.306
H 0.731 1.743 -1.870
H 0.276 2.356 -0.282
H 0.816 3.416 -1.652
H -1.895 2.060 -1.833
H -1.039 3.023 -3.083
H -1.464 3.894 -0.369
C -0.300 -3.849 0.651
C -1.600 -4.502 0.174
O -1.762 -4.557 -1.179
H -0.347 -2.826 0.228
H 0.558 -4.373 0.206
H -0.262 -3.925 1.764
H -2.336 -3.861 0.631
H -1.677 -5.559 0.612
H -2.609 -5.002 -1.350
C -0.266 3.632 2.416
O -0.945 4.131 1.341
N -0.852 3.422 3.563
N 0.986 3.236 2.402
H -1.952 3.582 3.516
H -0.480 2.960 4.360
H 1.513 3.619 1.626
H 1.483 3.248 3.335
C -1.838 -1.319 2.188
O -1.074 -1.658 3.303
N -3.102 -1.612 2.066
N -1.414 -0.703 1.103
H -3.442 -2.190 2.829
H -3.746 -1.417 1.259
H -0.486 -0.311 1.244
H -1.804 -0.802 0.180
C 1.900 -0.028 0.478
O 0.999 0.490 1.458
H 1.911 0.641 -0.325
H 1.486 -0.970 0.063
H 2.850 -0.249 0.890
H 1.144 1.464 1.496

Entry 3:
121
Properties=species:S:1:pos:R:3 method="wB97M-V/def2-TZVPD" spin_multiplicity=1 orbital_gap_ha=0.07040 homo_ev=-7.11 fmax_ha_per_bohr=0.057 e_tot_ha=-8364.48788 lumo_ev=-5.198
C -1.205 0.781 -4.234
C -1.993 2.041 -3.881
C -3.081 2.311 -4.927
C -2.755 1.677 -2.556
C -1.148 3.282 -3.560
C -0.020 3.620 -4.547
C 0.402 5.096 -4.238
C -0.423 3.618 -6.021
C 1.221 2.783 -4.284
C 1.901 2.972 -3.073
C 3.012 2.217 -2.802
C 3.457 1.297 -3.713
O 4.547 0.562 -3.349
C 4.364 -0.849 -3.397
C 3.719 -1.505 -2.158
O 2.588 -0.789 -1.650
C 1.511 -1.647 -1.392
C 0.272 -0.901 -0.955
N 0.288 -0.442 0.455
C -0.424 -0.994 1.493
S -1.518 -2.340 1.501
O -2.592 -2.063 0.623
O -1.886 -2.567 2.846
F -0.790 -3.604 1.025
C -0.205 -0.321 2.633
N 0.651 0.701 2.285
P 1.221 1.950 3.511
N 2.778 2.452 3.067
O 1.422 1.146 4.889
C 0.932 0.585 0.990
O 1.734 1.398 0.371
C 2.826 1.113 -4.922
C 1.710 1.869 -5.192
H -1.072 0.629 -5.304
H -0.270 0.773 -3.656
H -1.772 -0.084 -3.896
H -3.797 1.464 -4.868
H -3.555 3.274 -4.793
H -2.635 2.210 -5.908
H -2.149 1.880 -1.668
H -3.602 2.358 -2.511
H -3.161 0.674 -2.577
H -0.671 3.149 -2.582
H -1.805 4.146 -3.441
H 1.423 5.228 -4.585
H 0.428 5.230 -3.160
H -0.271 5.798 -4.717
H 0.343 4.160 -6.569
H -0.584 2.634 -6.438
H -1.330 4.208 -6.128
H 1.568 3.701 -2.342
H 3.534 2.354 -1.874
H 3.825 -1.178 -4.292
H 5.364 -1.259 -3.489
H 4.457 -1.681 -1.375
H 3.353 -2.472 -2.503
H 1.747 -2.442 -0.674
H 1.237 -2.146 -2.328
H 0.070 -0.047 -1.592
H -0.585 -1.561 -1.042
H -0.641 -0.517 3.591
H 2.664 3.157 2.347
H 3.337 1.689 2.689
H 2.365 1.152 5.133
H 1.275 1.914 -0.319
H 3.210 0.359 -5.616
H 1.222 1.678 -6.129
O -5.458 2.549 -3.500
H -6.349 2.220 -3.286
C -2.807 3.491 2.788
Cl -3.405 5.015 3.404
Cl -1.065 3.559 2.473
Cl -3.175 2.159 3.880
H -3.321 3.267 1.819
C -5.893 8.148 2.672
Cl -4.924 7.870 4.132
Cl -5.316 7.213 1.292
H -6.916 7.860 2.881
H -5.841 9.201 2.423
Al -3.715 2.277 0.203
F 3.825 -1.223 -6.086
N -7.800 -1.860 1.397
C -6.514 -2.239 1.672
C -5.745 -1.942 0.579
C -6.602 -1.354 -0.393
C -7.861 -1.316 0.143
H -8.579 -1.964 2.019
H -6.259 -2.686 2.617
H -4.687 -2.120 0.482
H -6.324 -1.000 -1.372
H -8.791 -0.952 -0.258
C 4.978 -1.149 6.117
O 4.438 0.175 6.055
H 4.863 -1.607 5.139
H 6.038 -1.116 6.375
H 4.442 -1.747 6.857
H 4.545 0.571 6.923
C 2.074 -3.736 2.379
C 3.022 -4.898 2.626
N 3.579 -4.900 3.963
C 4.680 -5.837 4.124
C 4.382 -7.334 3.979
C 2.614 -4.867 5.049
C 1.573 -5.991 5.125
H 2.566 -2.782 2.589
H 1.762 -3.731 1.333
H 1.170 -3.804 2.988
H 3.844 -4.815 1.911
H 2.496 -5.835 2.387
H 5.148 -5.663 5.097
H 5.446 -5.572 3.389
H 3.867 -7.733 4.851
H 5.320 -7.885 3.886
H 3.787 -7.554 3.092
H 2.078 -3.914 4.997
H 3.158 -4.820 5.996
H 1.139 -6.221 4.151
H 0.754 -5.688 5.780
H 1.989 -6.907 5.540
Br -5.695 3.382 -0.797
F -2.574 -0.077 -6.103

Entry 4:
91
Properties=species:S:1:pos:R:3 method="wB97M-V/def2-TZVPD" spin_multiplicity=2 orbital_gap_ha="0.27377 / 0.21494" homo_ev="-10.71 / -10.84" fmax_ha_per_bohr=0.011 relative_energy_kj_mol=0.00 e_tot_ha=-9756.75050 s2=0.77 charge=+1 lumo_ev="-3.259 / -4.988"
Ir 0.850 0.819 0.843
Se 0.880 1.076 4.780
Se -0.111 -0.069 2.976
C -1.371 1.341 2.562
C -2.533 1.662 3.224
C -3.289 2.705 2.702
C -2.856 3.356 1.558
C -1.675 2.953 0.954
N -0.951 1.954 1.455
C 2.567 0.125 4.690
C 2.935 -0.669 5.765
C 4.171 -1.299 5.701
C 4.953 -1.124 4.572
C 4.474 -0.322 3.546
N 3.301 0.305 3.606
H -2.835 1.120 4.109
H -4.214 2.997 3.179
H -3.428 4.163 1.124
H -1.289 3.440 0.068
H 2.275 -0.798 6.610
H 4.506 -1.926 6.516
H 5.919 -1.601 4.479
H 5.053 -0.168 2.643
C 1.290 -0.200 -2.418
C 1.270 1.263 -2.153
C 1.333 2.103 -3.299
C 1.314 3.451 -3.188
C 1.346 4.027 -1.893
C 1.450 5.417 -1.664
C 1.631 5.911 -0.397
C 1.757 5.028 0.684
C 1.617 3.666 0.492
S 1.941 2.527 1.752
C 1.348 3.154 -0.800
N 1.207 1.783 -0.938
H 0.383 -0.458 -2.963
H 1.349 -0.813 -1.528
H 2.133 -0.424 -3.075
H 1.363 1.621 -4.265
H 1.325 4.089 -4.063
H 1.415 6.085 -2.516
H 1.722 6.975 -0.234
H 1.985 5.401 1.674
Cl 4.046 1.730 -0.285
C 3.707 0.035 -0.072
C 2.499 -0.411 0.493
C 2.471 -1.802 0.723
Cl 1.183 -2.559 1.604
C 3.475 -2.680 0.311
Cl 3.331 -4.374 0.561
C 4.617 -2.188 -0.308
Cl 5.856 -3.251 -0.830
C 4.744 -0.816 -0.469
Cl 6.191 -0.195 -1.162
C -2.486 -2.427 1.805
C -3.080 -1.831 0.524
C -3.910 -0.601 0.908
C -3.994 -2.868 -0.136
Si -1.716 -1.288 -0.693
O -0.613 -0.399 0.106
C -2.607 -0.214 -1.976
C -2.519 1.177 -1.879
C -3.180 2.022 -2.761
C -3.955 1.486 -3.779
C -4.077 0.108 -3.889
C -3.416 -0.726 -2.996
C -0.989 -2.803 -1.565
C -0.451 -3.862 -0.825
C 0.138 -4.961 -1.432
C 0.205 -5.039 -2.815
C -0.328 -4.012 -3.579
C -0.912 -2.915 -2.958
H -3.283 -2.667 2.519
H -1.807 -1.725 2.295
H -1.940 -3.353 1.620
H -4.729 -0.886 1.577
H -4.352 -0.115 0.036
H -3.295 0.137 1.431
H -4.754 -3.207 0.577
H -3.442 -3.747 -0.473
H -4.525 -2.447 -0.993
H -1.926 1.602 -1.080
H -3.091 3.098 -2.656
H -4.472 2.136 -4.473
H -4.696 -0.319 -4.668
H -3.544 -1.797 -3.098
H -0.487 -3.839 0.256
H 0.548 -5.757 -0.822
H 0.663 -5.895 -3.293
H -0.290 -4.062 -4.659
H -1.322 -2.137 -3.591

Entry 5:
15
Properties=species:S:1:pos:R:3 method="wB97M-V/def2-TZVPD" spin_multiplicity=1 orbital_gap_ha=0.32993 homo_ev=-8.17 fmax_ha_per_bohr=0.150 relative_energy_kj_mol=688.47 e_tot_ha=-250.40472 lumo_ev=0.803
C -0.374 -0.679 1.277
C 0.713 -0.699 -0.929
C -0.533 0.093 -0.861
C -0.717 1.572 -0.381
C -0.211 0.736 0.644
H -1.431 -1.090 1.328
H 0.062 -0.736 2.294
H 1.678 -1.010 0.533
H 0.708 -1.513 -1.845
H 1.617 -0.047 -1.135
H -1.513 -0.229 -0.867
H -1.593 2.068 -0.218
H 0.213 2.209 -0.770
H 0.874 0.921 0.704
N 0.507 -1.595 0.225

Entry 6:
17
Properties=species:S:1:pos:R:3 method="wB97M-V/def2-TZVPD" spin_multiplicity=1 smiles="C=C=CC/[NH+]=C/C" orbital_gap_ha=0.33478 homo_ev=-13.71 fmax_ha_per_bohr=0.095 relative_energy_kj_mol=172.93 e_tot_ha=-289.01710 charge=+1 lumo_ev=-4.598
C 2.007 -0.292 -0.015
C -3.470 0.782 -0.303
C -0.343 -1.034 -0.178
C -1.544 -0.616 0.588
C -2.462 0.188 0.190
C 3.043 0.692 0.045
N 0.745 -0.051 -0.169
H 2.063 -1.293 0.360
H -3.796 1.865 -0.078
H -4.342 0.250 -0.849
H 0.020 -1.820 0.341
H -0.674 -1.180 -1.236
H -1.688 -1.188 1.471
H 0.517 0.935 -0.315
H 2.457 1.639 0.126
H 3.764 0.637 0.886
H 3.704 0.485 -0.863

Entry 7:
23
Properties=species:S:1:pos:R:3 method="wB97M-V/def2-TZVPD" spin_multiplicity=1 orbital_gap_ha=0.27072 homo_ev=-14.19 fmax_ha_per_bohr=0.068 relative_energy_kj_mol=249.67 e_tot_ha=-292.62914 charge=+1 lumo_ev=-6.819
C 2.395 -0.286 1.196
C 1.071 0.404 0.961
C 0.429 0.029 -0.421
C 1.302 0.490 -1.618
C -0.889 0.558 -0.623
C -1.914 -0.166 -1.343
N -2.125 -0.731 1.802
H 2.712 -0.087 2.218
H 2.294 -1.370 1.094
H 3.189 0.075 0.546
H 1.133 1.492 1.018
H 0.375 -1.061 -0.439
H 2.291 0.053 -1.489
H 0.909 0.129 -2.564
H 1.377 1.578 -1.660
H -2.051 -0.063 1.046
H -0.954 1.648 -0.719
H -1.939 -1.237 -1.137
H -2.909 0.268 -1.197
H -1.713 -0.050 -2.421
H 0.338 0.121 1.719
H -2.689 -1.505 1.468
H -2.629 -0.291 2.564

Entry 8:
18
Properties=species:S:1:pos:R:3 method="wB97M-V/def2-TZVPD" spin_multiplicity=1 smiles="C=C(O)N(C)CC" orbital_gap_ha=0.31307 homo_ev=-7.58 fmax_ha_per_bohr=0.006 relative_energy_kj_mol=144.77 e_tot_ha=-327.07621 lumo_ev=0.939
C -2.124 0.420 -0.647
C -1.262 -0.553 0.157
N 0.106 -0.096 0.352
C 0.341 0.826 1.437
C 1.131 -0.459 -0.484
O 0.658 -1.021 -1.637
C 2.453 -0.293 -0.275
H -3.161 0.067 -0.688
H -1.747 0.511 -1.670
H -2.129 1.417 -0.193
H -1.241 -1.524 -0.342
H -1.706 -0.707 1.149
H 0.327 0.327 2.416
H 1.312 1.304 1.302
H -0.424 1.613 1.440
H 3.141 -0.397 -1.106
H 1.397 -1.517 -2.012
H 2.854 0.010 0.682

Entry 9:
54
Properties=species:S:1:pos:R:3 method="wB97M-V/def2-TZVPD" spin_multiplicity=1 orbital_gap_ha=0.36602 homo_ev=-9.95 fmax_ha_per_bohr=0.186 relative_energy_kj_mol=759.47 e_tot_ha=-2012.15488 lumo_ev=0.013
C -1.057 -1.244 3.070
C -1.177 -1.977 1.760
O -2.503 -2.494 1.775
C -2.808 -2.774 3.061
O -3.677 -3.573 3.352
O -1.869 -2.090 3.861
F -0.221 -2.883 1.615
H -1.456 -0.241 2.918
H -0.003 -1.201 3.341
H -1.014 -1.267 0.949
C -0.763 -2.163 -1.310
C 0.562 -1.618 -1.691
O 0.879 -2.299 -2.870
C -0.186 -3.108 -3.245
O -0.169 -3.785 -4.254
O -1.247 -2.654 -2.570
F 1.505 -1.874 -0.755
H -1.491 -1.511 -0.825
H -0.656 -2.910 -0.524
H 0.525 -0.555 -1.930
C -2.338 4.048 1.377
C -0.971 3.826 0.734
O -0.497 2.683 1.481
C -1.561 1.889 1.761
O -1.506 0.703 2.092
O -2.640 2.653 1.707
F -0.218 4.870 1.125
H -2.963 4.495 0.604
H -2.215 4.699 2.243
H -1.038 3.736 -0.350
C -3.206 0.073 -0.751
O -2.072 0.747 -1.334
C -0.889 0.608 -0.727
O -0.707 -0.033 0.222
O 0.013 1.365 -1.443
C 1.135 1.704 -0.722
H -3.107 -1.012 -0.779
H -4.130 0.411 -1.219
H -3.334 0.375 0.289
H 1.759 0.889 -0.352
H 0.927 2.313 0.158
H 1.958 2.191 -1.244
C 3.195 -1.280 -2.860
O 3.158 -0.148 -2.057
C 3.940 -0.033 -0.954
O 4.963 -0.732 -0.683
O 3.322 0.849 -0.155
C 3.930 1.175 1.080
H 4.107 -1.279 -3.456
H 2.309 -1.227 -3.493
H 3.107 -2.268 -2.408
H 3.271 1.708 1.766
H 4.752 1.887 1.010
H 4.374 0.334 1.612

Entry 10:
13
Properties=species:S:1:pos:R:3 method="wB97M-V/def2-TZVPD" spin_multiplicity=1 smiles="C=C(/C=C/F)C(O)=S" orbital_gap_ha=0.30775 homo_ev=-8.92 fmax_ha_per_bohr=0.051 relative_energy_kj_mol=159.64 e_tot_ha=-766.74862 lumo_ev=-0.549
C 1.636 -0.600 -0.150
C 0.433 0.275 -0.142
C 0.580 1.563 0.209
C -0.867 -0.384 -0.489
C -2.039 -0.068 0.066
H 0.528 -1.990 0.649
H 1.587 1.890 0.468
H -0.233 2.280 0.190
H -0.877 -1.113 -1.301
H -2.172 0.776 0.766
O 1.432 -1.835 0.438
F -3.215 -0.628 -0.330
S 3.209 -0.165 -0.374

Number 1: molecular weight 708.30 g/mol. Number 2: molecular weight 290.36 g/mol. Number 3: molecular weight 1073.08 g/mol. Number 4: molecular weight 1185.32 g/mol. Number 5: molecular weight 83.13 g/mol. Number 6: molecular weight 96.15 g/mol. Number 7: molecular weight 102.20 g/mol. Number 8: molecular weight 101.15 g/mol. Number 9: molecular weight 498.31 g/mol. Number 10: molecular weight 132.16 g/mol.